2 unconnected molecules or ions with the total composition C3H9NOS in a non-equilibrium geometry. Source: OMol25; level of theory: ωB97M-V with the def2-TZVPD basis set.

Cartesian coordinates (Å):
C -0.22945 3.68527 1.79605
C -0.03808 -0.03690 -4.01927
C -0.71570 2.52695 1.42917
N 0.86712 -0.12908 -2.94108
O 0.67334 0.55004 -0.34409
S 0.34330 -0.65610 -1.37375
H 0.24622 1.30764 -0.73789
H -0.29742 4.61127 1.32379
H 0.47050 3.85973 2.66083
H 0.70100 0.20335 -4.87847
H -0.45168 -1.04911 -4.24719
H -0.88834 0.59601 -3.79985
H -1.24260 2.38018 0.53325
H -0.39611 1.72037 2.05588
H 1.62339 -0.82057 -3.17640

The value obtained for the electronic energy is -647.605687 Eh. As for the LUMO energy (spin up / spin down): 0.033 / -0.086 hartree. Its spin multiplicity is 3. The frontier orbital gap (spin up / spin down) is 0.234 / 0.229 Ha. Its total charge is 0.

Mulliken population analysis, charges in e, atoms 1 to 8: -0.75 -0.63 -0.62 -0.40 -0.39 0.04 0.33 0.37


2 unconnected molecules or ions with the total composition C30H30NO5 in a non-equilibrium geometry. Source: OMol25; level of theory: ωB97M-V with the def2-TZVPD basis set.

Cartesian coordinates (Å):
H -0.44852 -0.83937 -0.30437
C -3.19268 2.66598 -2.58079
H -3.30643 1.96205 -3.39393
C -4.13431 2.77101 -1.53167
C -5.01360 1.63521 -1.03466
O -5.62785 1.72174 0.01431
O -4.97658 0.49727 -1.76330
C -5.84685 -0.55250 -1.22097
C -5.55975 -1.86443 -1.91401
C -4.05762 3.83729 -0.65301
N -2.89736 4.55710 -0.57552
C -1.88383 4.38674 -1.47557
C -1.95560 3.31478 -2.34571
C -0.56304 2.77351 -2.61960
O 0.42679 3.43633 -2.34308
O -0.44744 1.50711 -3.07491
C 0.96882 1.20789 -3.29713
C 1.20353 -0.25852 -3.55854
H -5.66785 -0.66160 -0.13942
H -6.89753 -0.25206 -1.37469
H -6.44671 -2.50502 -1.84305
H -5.30302 -1.76107 -2.97481
H -4.74492 -2.38417 -1.39389
H -4.83887 4.09365 0.05257
H -2.83672 5.33513 0.08032
H -1.02484 5.04165 -1.36028
H 1.29922 1.81804 -4.15169
H 1.55921 1.51064 -2.41793
H 2.09558 -0.34081 -4.18917
H 1.43532 -0.76847 -2.61549
H 0.37644 -0.76929 -4.06177
C 6.53524 -0.55254 4.61153
C 5.99990 -1.42434 3.65768
C 5.44670 -0.91416 2.48450
C 5.49200 0.46122 2.25724
O 4.95478 0.99837 1.08256
C 3.64198 0.61171 0.77407
C 2.60473 1.48747 1.13063
C 1.32814 0.95849 1.26811
C 1.07073 -0.37086 0.90655
C -0.33682 -0.85522 0.76204
C -0.82017 -2.26051 0.97779
C -2.11293 -2.47740 0.47630
C -2.64266 -3.75809 0.37258
C -1.88880 -4.86161 0.81889
C -0.60890 -4.64620 1.35093
C -0.06537 -3.34765 1.43581
C 2.08612 -1.13638 0.33422
C 3.37377 -0.63946 0.21863
C 6.04549 1.34318 3.19356
C 6.56213 0.82873 4.38133
H 6.94851 -0.93465 5.54410
H 6.01046 -2.50368 3.81695
H 5.01539 -1.57831 1.73714
H 2.85174 2.52062 1.37563
H 0.51999 1.58197 1.66520
H -1.02708 -0.13797 1.21678
H -2.66561 -1.59929 0.12042
H -3.65090 -3.86055 -0.03044
H -2.33631 -5.86090 0.75584
H -0.05191 -5.51677 1.71982
H 0.93629 -3.21223 1.85296
H 1.86965 -2.13354 -0.05071
H 4.16721 -1.25333 -0.21529
H 6.05934 2.40386 2.95278
H 6.99417 1.52422 5.10564

The value obtained for the electronic energy is -1591.838502 Eh. As for the LUMO energy: -0.189 hartree. The frontier orbital gap is 0.191 Ha. Its total charge is +1.

Mulliken population analysis, charges in e, atoms 1 to 8: 0.38 -0.12 0.52 0.03 0.62 -0.58 -0.25 -0.30


A gas-phase ion, C4H9NP (charge +1) in a non-equilibrium geometry. Source: OMol25; level of theory: ωB97M-V with the def2-TZVPD basis set.

Cartesian coordinates (Å):
N -1.31039 1.66658 0.20482
C -0.16948 0.76781 -0.39486
C -0.50947 -0.69913 -0.20359
C 0.83140 -1.45283 0.15828
C 1.91278 -0.51389 0.23658
P 1.55282 1.15808 0.22033
H -2.14535 1.80230 -0.49486
H -0.96078 2.66224 0.18427
H -1.52955 1.28183 1.15114
H -0.13406 0.94003 -1.54596
H -1.06174 -1.08267 0.69098
H -1.01909 -1.16943 -1.04668
H 0.75259 -2.11639 1.00385
H 1.02662 -2.28705 -0.64648
H 2.76373 -0.95746 0.48218

The value obtained for the electronic energy is -553.591952 Eh. As for the LUMO energy: -0.151 hartree. The frontier orbital gap is 0.328 Ha. Its total charge is +1.

Mulliken population analysis, charges in e, atoms 1 to 8: -0.38 -0.29 -0.59 -0.60 -0.30 -0.07 0.40 0.40